This record from the OMol25 dataset describes a 11-piece molecular cluster, C22H35N9O8S2 overall in a non-equilibrium geometry. The level of theory is wB97M-V/def2-TZVPD.

The geometry in XYZ format:
```
76
Properties=species:S:1:pos:R:3:mulliken_charge:R:1
O 0.46418 14.61319 11.46605 -0.566
S 0.41280 14.91455 12.91527 1.068
O 1.52137 14.46071 13.76117 -0.476
O 0.03509 16.49306 13.22004 -0.329
C -1.27391 16.72013 13.59831 -0.214
C -2.02905 15.42970 13.25934 -0.049
O -1.06139 14.39906 13.42981 -0.219
H -1.27283 16.74732 14.68797 0.184
H -1.71811 17.57435 13.08735 0.320
H -2.59842 15.44516 12.33000 0.243
H -2.74133 15.13231 14.02896 0.015
O -2.68375 11.13205 18.54001 -0.622
S -1.40403 11.00066 17.81467 0.937
O -0.84550 9.67922 17.40047 -0.540
O -1.30337 12.10198 16.62403 -0.264
C -1.16800 13.42834 17.15196 0.280
C -0.00426 13.16522 18.08456 -0.483
O -0.16954 11.84432 18.57649 -0.088
H -0.90449 14.15159 16.38023 -0.243
H -2.05849 13.72006 17.70876 0.264
H 0.16058 13.86603 18.90298 0.344
H 0.91154 13.15877 17.49348 0.248
C -3.01354 11.26515 14.44248 -0.143
C -3.78354 12.44694 14.75662 0.352
N -4.42625 13.35249 15.00628 -0.499
H -2.99983 10.64946 15.34183 -0.253
H -1.98015 11.58516 14.30908 0.116
H -3.42213 10.72015 13.59152 0.538
C -3.22453 7.89765 18.42114 -0.302
C -3.72792 6.55457 18.20975 0.110
N -4.08255 5.43124 17.98649 -0.438
H -3.40689 8.39971 17.47101 0.058
H -2.13899 7.85895 18.51172 0.170
H -3.76085 8.54880 19.11140 0.413
C -0.55234 8.18849 14.56284 -0.265
C -0.98621 7.55518 13.37636 0.184
N -1.39471 6.97413 12.44659 -0.415
H -1.15318 7.86358 15.41228 0.166
H -0.44020 9.27074 14.62814 0.046
H 0.46653 7.86003 14.76811 0.309
C 1.93218 12.26948 21.39390 -0.131
C 1.85843 11.97938 22.80055 0.094
N 1.85861 11.69264 23.93354 -0.414
H 2.02048 13.35416 21.33224 0.153
H 1.07357 11.73866 20.98267 0.056
H 2.85898 11.80540 21.05661 0.219
C 2.28955 16.54394 16.11513 -0.978
C 1.02366 16.58473 16.83859 0.505
N 0.02484 16.63386 17.32842 -0.444
H 2.57921 15.51534 15.90024 0.236
H 3.05122 16.98557 16.75773 0.348
H 2.27819 17.15126 15.21007 0.359
C -2.67868 14.80856 20.47858 -0.073
C -3.75255 13.91035 20.82768 0.381
N -4.62275 13.16883 21.09927 -0.466
H -2.30667 15.13754 21.44889 0.361
H -3.01934 15.66211 19.89248 0.113
H -1.92143 14.36130 19.83465 -0.328
C 4.91840 15.11902 20.09563 -0.951
C 3.75437 14.79941 19.25960 0.342
N 2.83848 14.50420 18.64462 -0.258
H 4.84228 16.02945 20.69012 0.304
H 5.85109 15.00277 19.54366 0.313
H 4.93649 14.29961 20.81419 0.288
C 3.03364 10.09739 16.92389 -0.202
C 3.60404 9.27682 15.87551 0.103
N 4.05130 8.64680 15.05808 -0.362
H 2.82264 11.07790 16.49704 0.101
H 3.66941 10.24357 17.79712 0.345
H 2.05929 9.63478 17.08116 0.028
C -4.45784 16.50184 17.06564 -0.143
C -5.77238 15.98660 17.42231 0.188
N -6.83591 15.59114 17.58081 -0.385
H -4.48716 17.35868 16.39254 0.359
H -3.83960 15.68415 16.69516 -0.181
H -4.01389 16.75256 18.02904 0.162
```

The calculation puts the electronic energy at -2750.17085 a.u. Its LUMO energy is -0.5 eV. The gap between HOMO and LUMO comes out at 10.7 eV. As for the spin multiplicity: 1. As for the HOMO energy: -11.20 eV. The charge is 0. The SMILES is O=S1(=O)OCCO1.O=S1(=O)OCCO1.CC#N.CC#N.CC#N.CC#N.CC#N.CC#N.CC#N.CC#N.CC#N.

This record from the OMol25 dataset describes a 4-piece molecular cluster, C2H10NO5 overall in a non-equilibrium geometry. The level of theory is wB97M-V/def2-TZVPD.

The geometry in XYZ format:
```
18
Properties=species:S:1:pos:R:3:nbo_charge:R:1
O 1.69548 1.25632 -2.21152 -0.538
C 1.02340 0.99257 -1.24000 0.527
N 1.15154 -0.02468 -0.33760 -0.709
C -0.21018 -0.23400 0.56545 -0.011
O -1.41302 -0.11081 -0.00961 -0.294
H 0.25748 1.63289 -0.95202 0.095
H 1.40588 -0.93239 -0.83848 0.411
H 0.11261 -1.20504 0.94959 0.246
H 0.04760 0.56866 1.32216 0.276
H -2.86750 -2.91097 -0.83100 0.470
H -1.92536 -1.71770 -0.63655 0.462
O -2.06276 -2.55798 -1.09131 -0.927
H 2.66223 -0.08126 0.79851 0.476
H 3.26609 -1.12816 1.67665 0.453
O 3.52175 -0.47288 1.04196 -0.944
H -1.85467 1.71336 0.23046 0.459
H -2.87549 2.58207 0.90373 0.471
O -1.93506 2.63001 0.65960 -0.924
```

The calculation puts the electronic energy at -513.02923 a.u. Its LUMO energy (spin up / spin down) is 0.2 / -4.4 eV. The gap between HOMO and LUMO (spin up / spin down) comes out at 10.6 / 6.0 eV. As for the spin multiplicity: 2. As for the HOMO energy (spin up / spin down): -10.42 / -10.41 eV. The charge is 0. The expectation value of S² is 0.755. Its energy relative to the best compared isomer or geometry (same formula, charge and spin) is 1.783 eV.

This record from the OMol25 dataset describes a 2-piece molecular cluster, C22H29F9NO6S2 overall in a non-equilibrium geometry. The level of theory is wB97M-V/def2-TZVPD.

The geometry in XYZ format:
```
69
Properties=species:S:1:pos:R:3:nbo_charge:R:1
C -4.10078 2.79307 -4.97380 -0.623
C -2.82702 2.28324 -4.07956 -0.455
C -2.63823 0.73412 -4.42778 -0.089
O -1.61569 0.04063 -3.65359 -0.490
C -1.80745 0.16437 -2.26512 0.358
C -0.71433 0.96983 -1.46824 -0.043
C 0.53580 1.66127 -2.22088 0.782
O 0.35257 2.22345 -3.32374 -0.498
O 1.77510 1.58257 -1.54548 -0.522
C 2.36966 2.89721 -1.34397 -0.090
C 2.26949 3.39943 0.20227 -0.442
C 1.11423 4.49885 0.43438 -0.458
C 1.64727 5.90601 1.01479 -0.079
O 0.98645 6.18117 2.28740 -0.552
C -0.36691 6.61431 2.07676 0.630
O -0.61931 7.68876 1.49700 -0.523
C -0.84949 1.09416 0.06054 -0.198
C -2.06433 0.41758 0.79545 0.284
C -2.07668 0.57272 2.38832 0.151
F -1.67085 1.90186 2.80250 -0.350
C -0.89775 -0.41112 2.93076 -0.426
C -0.97206 -1.88464 2.26689 -0.643
N -3.06598 -0.28079 0.02541 -0.480
S -4.43984 -1.01235 0.85504 0.258
C -2.97051 -0.42451 -1.44315 0.019
S -4.32936 -1.37215 -2.25446 0.049
H -3.82918 3.66962 -5.64545 0.238
H -4.92317 3.11268 -4.25225 0.217
H -4.51648 1.88454 -5.55497 0.207
H -3.08278 2.50841 -2.99149 0.201
H -1.91495 2.91260 -4.37767 0.246
H -3.65481 0.18384 -4.43075 0.188
H -2.28475 0.69077 -5.52752 0.232
H 3.48828 2.88616 -1.61768 0.216
H 1.89548 3.71070 -1.98671 0.209
H 3.30389 3.85222 0.44885 0.231
H 2.16469 2.49805 0.91680 0.218
H 0.35769 4.03563 1.17412 0.215
H 0.53115 4.72034 -0.52164 0.212
H 1.43194 6.70815 0.22649 0.208
H 2.77067 5.91774 1.21872 0.209
H -1.19279 5.92199 2.46428 0.146
H -0.06412 1.64471 0.68246 0.288
H -3.03449 0.21821 2.88859 0.235
H 0.14712 0.00258 2.71450 0.229
H -1.01765 -0.55457 4.05509 0.245
H -0.32545 -2.57517 2.90734 0.259
H -0.60912 -1.91739 1.18106 0.210
H -2.04629 -2.27361 2.26930 0.205
H -4.36487 -2.39830 0.61757 0.182
H -5.19405 -0.35688 -2.70239 0.185
C 4.27149 -4.78115 1.24370 -0.141
C 3.81589 -5.99925 0.41297 0.595
C 2.50340 -5.83337 -0.35598 0.519
F 1.45264 -5.60246 0.45568 -0.326
F 2.21141 -6.96706 -1.04027 -0.318
F 3.77739 -7.08992 1.21319 -0.307
F 4.79898 -6.24299 -0.50358 -0.321
O 3.97534 -4.80287 2.64751 -0.503
C 2.69897 -4.35358 3.05119 0.846
C 1.86302 -5.46178 3.70155 0.499
F 1.67483 -6.50186 2.86327 -0.310
F 0.63071 -4.99863 4.03509 -0.329
F 2.07565 -3.76401 2.01151 -0.326
F 2.92235 -3.37120 3.95551 -0.319
H 5.36455 -4.78524 1.20706 0.238
H 3.98460 -3.83240 0.78294 0.204
H 2.57011 -5.01578 -1.07978 0.139
H 2.34868 -5.83849 4.60406 0.164
```

The calculation puts the electronic energy at -3056.52640 a.u. Its LUMO energy is -5.3 eV. The gap between HOMO and LUMO comes out at 7.4 eV. As for the spin multiplicity: 1. As for the HOMO energy: -12.76 eV. The charge is +1.

This record from the OMol25 dataset describes a 3-piece molecular cluster, C21H49BFINO12P2 overall in a non-equilibrium geometry. The level of theory is wB97M-V/def2-TZVPD.

The geometry in XYZ format:
```
88
Properties=species:S:1:pos:R:3:mulliken_charge:R:1
C 4.45719 -4.21704 -1.20471 -1.146
C 4.27702 -3.61349 -2.68048 -0.295
C 2.72674 -3.25993 -2.86592 -0.505
N 2.48046 -1.95715 -3.51970 -0.094
C 1.76170 -1.00854 -2.66261 -0.037
C 2.51022 -0.68844 -1.30953 -0.279
C 3.70571 0.36018 -1.40196 -0.575
C 4.37299 0.51100 -2.82742 -0.912
O 0.52483 -1.56886 -2.15905 -0.633
B -0.67557 -1.33921 -2.98186 1.297
C -2.10320 -1.35009 -2.17002 -0.981
C -2.04267 -1.99583 -0.72586 -0.134
C -3.26412 -2.99874 -0.45238 -0.944
I -3.16130 -3.59178 1.65233 -0.122
C -0.93634 -2.47602 -4.18762 -0.673
O -1.85024 -2.01938 -5.22140 -0.239
O -1.17525 -1.44216 -6.27926 -0.350
O -0.28918 -0.08329 -3.68966 -0.627
C 1.10848 0.21149 -3.51402 1.591
C 1.64623 0.49831 -4.97709 -1.791
C 1.05164 1.65061 -2.85245 -1.225
C 0.15189 1.75256 -1.56467 0.415
F -1.09363 2.35693 -1.96675 -0.439
H 3.81728 -3.66764 -0.44889 0.292
H 5.51862 -4.09953 -0.82862 0.324
H 4.14739 -5.29673 -1.14483 0.297
H 4.94296 -2.72393 -2.81765 0.225
H 4.55035 -4.47170 -3.36681 0.359
H 2.24436 -3.38533 -1.86313 0.119
H 2.28408 -4.05547 -3.54306 0.421
H 1.98158 -2.15984 -4.38264 0.437
H 2.89586 -1.58931 -0.76663 0.230
H 1.73450 -0.22569 -0.62995 -0.280
H 4.53489 0.04735 -0.69428 0.445
H 3.36542 1.36878 -1.02542 0.167
H 4.57740 -0.45254 -3.35541 0.188
H 3.81283 1.25206 -3.46838 0.131
H 5.38784 0.99511 -2.65554 0.410
H -2.53888 -0.30114 -2.14954 0.192
H -2.85969 -1.95887 -2.76274 0.283
H -1.11561 -2.58468 -0.50776 0.198
H -2.18734 -1.14886 0.01413 0.305
H -4.25333 -2.57624 -0.75503 0.455
H -3.00953 -3.92824 -1.04379 0.388
H -1.34865 -3.40196 -3.66493 0.106
H 0.01941 -2.80927 -4.69989 0.018
H -0.60200 -2.10332 -6.72278 0.293
H 2.35434 1.37579 -5.04562 0.384
H 2.13307 -0.37446 -5.48705 0.179
H 0.74835 0.79101 -5.60079 0.450
H 2.05987 2.10139 -2.62071 0.348
H 0.58582 2.33878 -3.62061 0.583
H 0.57210 2.46386 -0.79091 0.001
H -0.08745 0.76933 -1.08286 -0.221
C 0.24955 5.13694 2.58676 -0.712
O 0.52946 3.92073 3.28164 -0.240
P 2.18933 3.55990 3.49787 0.989
O 2.50041 3.39091 2.01874 -0.581
O 1.80499 2.13079 4.19564 -0.384
C 0.94091 1.23602 3.50637 -0.360
O 3.82066 3.37935 3.98715 -0.281
C 4.07104 3.53137 5.38806 -0.679
H -0.77943 5.42639 2.80253 0.244
H 0.91657 5.93478 2.91663 0.311
H 0.35669 4.98331 1.51274 0.273
H 0.99197 1.36829 2.42479 0.137
H -0.08515 1.38755 3.84637 0.196
H 1.24583 0.21759 3.75073 0.263
H 3.57657 2.73994 5.95650 0.296
H 3.72254 4.50795 5.73355 0.281
H 5.14622 3.46219 5.55519 0.245
C -8.02223 0.80280 4.02870 -0.707
O -6.65504 1.03759 3.69448 -0.308
P -5.50803 0.38252 4.78411 1.069
O -5.90553 1.25779 5.96419 -0.677
O -4.28468 1.05213 3.92847 -0.276
C -4.31290 2.44341 3.64713 -0.553
O -4.39094 -0.54569 5.68721 -0.308
C -3.75743 -1.61933 4.97774 -0.679
H -8.62507 0.95202 3.13215 0.235
H -8.16537 -0.21884 4.38307 0.310
H -8.34354 1.50991 4.79425 0.288
H -4.87643 3.00248 4.39572 0.339
H -4.74987 2.60667 2.66042 0.277
H -3.28251 2.80269 3.63965 0.093
H -3.13232 -1.23213 4.17060 0.305
H -4.50935 -2.29748 4.56920 0.279
H -3.12631 -2.17028 5.67587 0.288
```

The calculation puts the electronic energy at -2892.15539 a.u. Its LUMO energy is -0.4 eV. The gap between HOMO and LUMO comes out at 3.7 eV. As for the spin multiplicity: 1. As for the HOMO energy: -4.18 eV. The charge is -1.

This record from the OMol25 dataset describes one molecule with the formula C6H10OS3 in a non-equilibrium geometry. The level of theory is wB97M-V/def2-TZVPD.

The geometry in XYZ format:
```
20
Properties=species:S:1:pos:R:3:nbo_charge:R:1
C 0.01343 -0.39762 -0.42829 -0.104
C -0.84868 -1.58859 -0.24321 -0.101
C 1.27067 -0.80308 -1.08358 -0.553
C -0.34235 0.85008 -0.05496 0.111
C -1.69221 1.28791 0.41883 -0.653
C 0.63203 1.99433 -0.01099 -0.657
O -0.52878 -2.35443 0.93280 -0.694
S 2.00148 -2.37968 -0.48492 0.041
S 1.50408 -0.70737 2.30305 -0.424
S 1.03864 -2.42368 1.50917 0.835
H -1.94131 -1.35955 -0.12061 0.205
H -0.75637 -2.11037 -1.19853 0.185
H 1.12749 -1.11239 -2.19171 0.241
H 1.91086 0.07259 -0.98221 0.236
H -1.89439 2.28083 0.16471 0.220
H -1.92291 1.34452 1.49032 0.232
H -2.38677 0.61702 0.07466 0.210
H 0.32784 3.04550 -0.43898 0.223
H 1.39013 1.75751 -0.67307 0.202
H 1.09710 1.98649 1.01752 0.243
```

The calculation puts the electronic energy at -1504.32813 a.u. Its LUMO energy is -0.2 eV. The gap between HOMO and LUMO comes out at 8.1 eV. As for the spin multiplicity: 1. As for the HOMO energy: -8.28 eV. The charge is 0. Its energy relative to the best compared isomer or geometry (same formula, charge and spin) is 0.402 eV.

This record from the OMol25 dataset describes a 3-piece molecular cluster, CH4O3S overall in a non-equilibrium geometry. The level of theory is wB97M-V/def2-TZVPD.

The geometry in XYZ format:
```
9
Properties=species:S:1:pos:R:3:nbo_charge:R:1
C -0.95869 0.90685 0.49806 0.650
O -0.78812 0.83668 -0.81048 -0.691
O 0.81548 -1.54305 -1.38689 -0.953
O -0.53432 0.09811 1.29202 -0.606
S 0.81034 1.75634 3.41359 -0.019
H 0.83394 -2.07137 -0.67488 0.477
H -1.38382 1.78949 0.89705 0.125
H -0.05884 0.23892 -1.07552 0.528
H 1.26403 -2.01196 -2.15294 0.488
```

The calculation puts the electronic energy at -664.29786 a.u. Its LUMO energy (spin up / spin down) is -2.3 / -2.3 eV. The gap between HOMO and LUMO (spin up / spin down) comes out at 7.4 / 7.4 eV. As for the spin multiplicity: 1. As for the HOMO energy (spin up / spin down): -9.66 / -9.66 eV. The charge is 0. Its energy relative to the best compared isomer or geometry (same formula, charge and spin) is 3.382 eV.